1.
67
Properties=species:S:1:pos:R:3 method="wB97M-V/def2-TZVPD" lumo_energy_ev=2.68 total_charge=-1
Cl -0.3841 -0.0531 -0.8529
O -0.0779 -0.3600 -2.2412
O 0.8020 0.2046 -0.0836
O -1.2421 1.0913 -0.9200
O -1.2237 -1.0705 -0.2665
C 4.2720 -1.7052 -1.4699
C 4.3125 -0.1817 -1.7520
C 2.8229 0.3161 -1.7877
C 2.0095 -0.4540 -2.7342
N 1.3680 -1.0102 -3.5390
H 3.9295 -2.1728 -2.3930
H 3.7330 -1.9967 -0.5685
H 5.2830 -2.0557 -1.2618
H 4.9148 0.0599 -2.6278
H 4.8631 0.2491 -0.9158
H 2.7483 1.3663 -2.0701
H 2.3048 0.3157 -0.8287
N -3.8449 -0.2656 1.4332
C -2.9527 0.5152 0.7963
C -3.5908 1.7403 0.5920
C -4.7836 1.7666 1.2706
C -4.8844 0.5332 1.8295
H -3.7837 -1.2449 1.6724
H -1.9799 0.1479 0.5047
H -3.0453 2.5051 0.0592
H -5.4211 2.6210 1.4437
H -5.6466 0.1291 2.4793
N 0.6011 -2.1379 0.1107
C 1.8373 -1.9956 -0.4389
C 2.6099 -3.0192 0.1284
C 1.8416 -3.6623 1.0871
C 0.5792 -3.1568 1.0840
H -0.2066 -1.5315 0.1146
H 1.9261 -1.1871 -1.1495
H 3.6164 -3.2410 -0.1944
H 2.2215 -4.4795 1.6823
H -0.3569 -3.3294 1.5942
N 0.4569 2.4577 -0.1935
C 0.6486 2.4190 1.1614
C 1.2070 3.6252 1.5283
C 1.2668 4.4462 0.3796
C 0.7979 3.6835 -0.6722
H 0.0341 1.6577 -0.6421
H 0.4520 1.4997 1.6930
H 1.4808 3.7886 2.5602
H 1.6714 5.4474 0.3973
H 0.7572 3.9042 -1.7286
N 1.7202 -1.5790 2.1161
C 1.9961 -1.7293 3.4559
C 2.4276 -0.5062 3.9387
C 2.1527 0.4329 2.9814
C 1.8715 -0.2153 1.8155
H 1.5071 -2.2850 1.4261
H 1.8540 -2.6665 3.9734
H 2.7506 -0.2792 4.9439
H 2.2729 1.5039 3.0519
H 1.5749 0.1096 0.8292
N -4.1591 0.1663 -1.1578
C -5.3127 -0.2987 -1.7077
C -5.2034 -0.1879 -3.0873
C -3.9674 0.3352 -3.3892
C -3.3848 0.7006 -2.1341
H -4.0054 0.1398 -0.1599
H -6.0972 -0.7493 -1.1178
H -5.9556 -0.4644 -3.8114
H -3.5558 0.2711 -4.3857
H -2.4313 1.1218 -1.8515



2.
66
Properties=species:S:1:pos:R:3 method="wB97M-V/def2-TZVPD" lumo_energy_ev="-4.38 / -4.83" spin_multiplicity=6 total_charge=+1 s2=8.755
Mn -23.7797 -1.5943 -24.4790
O -23.0487 0.1950 -24.1817
H -23.2483 1.0319 -23.7691
C -20.4959 -0.4578 -29.2036
C -21.9666 -0.0883 -29.0484
C -22.8943 -1.1051 -29.7234
O -23.9256 -1.3080 -28.7406
C -23.5402 -0.7944 -27.5898
O -24.0927 -0.9202 -26.5112
O -22.3781 -0.1730 -27.6897
H -20.3624 -1.4316 -28.7208
H -19.7323 0.1734 -28.7538
H -20.2035 -0.5993 -30.2446
H -22.1789 0.9218 -29.4028
H -22.2884 -1.9715 -29.9947
H -23.3338 -0.7549 -30.6536
N -18.9287 1.0551 -22.8337
C -18.2227 1.2081 -21.6812
C -18.4875 0.1311 -20.8682
C -19.2957 -0.7613 -21.6136
C -19.5102 -0.1934 -22.8542
H -19.1172 1.7314 -23.5630
H -17.6611 2.1161 -21.5356
H -18.1196 -0.0469 -19.8708
H -19.6725 -1.6919 -21.2182
H -20.2361 -0.4636 -23.6039
N -21.1799 2.1429 -25.1612
C -20.9505 3.3273 -24.5143
C -19.7225 3.7735 -24.8966
C -19.1236 2.7568 -25.6693
C -20.0620 1.7679 -25.8725
H -21.9796 1.5311 -24.9900
H -21.6774 3.7679 -23.8559
H -19.1488 4.6517 -24.6459
H -18.1674 2.6828 -26.1663
H -20.0616 0.8193 -26.3790
N -24.5939 2.3525 -25.2997
C -24.6574 3.5043 -24.5547
C -25.5701 4.3626 -25.1321
C -25.9619 3.7568 -26.3594
C -25.3319 2.5555 -26.4363
H -24.1001 1.5166 -24.9866
H -24.1581 3.6667 -23.6120
H -25.8546 5.3472 -24.8015
H -26.5489 4.1170 -27.1893
H -25.4299 1.7437 -27.1411
N -21.3856 1.1191 -20.3182
C -22.1933 1.6086 -21.2912
C -23.4055 1.9985 -20.7337
C -23.2615 1.8189 -19.3340
C -22.0134 1.2745 -19.1281
H -20.4553 0.7344 -20.4881
H -21.9711 1.4477 -22.3347
H -24.2523 2.4246 -21.2480
H -23.9374 2.0389 -18.5239
H -21.5036 0.8832 -18.2604
N -24.6535 -2.6081 -21.2737
C -23.8714 -1.5561 -21.7173
C -22.7066 -2.0815 -22.2309
C -22.7983 -3.5152 -22.1925
C -23.9825 -3.7701 -21.5475
H -25.5819 -2.5059 -20.9022
H -24.1826 -0.5373 -21.5376
H -21.8408 -1.4906 -22.4920
H -22.0799 -4.2418 -22.5303
H -24.4075 -4.7057 -21.2182



3.
61
Properties=species:S:1:pos:R:3 method="wB97M-V/def2-TZVPD" e_above_lowest_ev=1.221 lumo_energy_ev=0.71 total_charge=0 smiles="CCOc1cc(CNCc2ccccc2)ccc1OCC(=O)NC1CCCCC1"
C -2.4728 -0.9664 -1.2654
C -3.4581 0.0945 -0.7862
O -3.5266 0.1704 0.6244
C -2.4207 0.4819 1.3674
C -2.4236 -0.0493 2.6526
C -1.4194 0.2137 3.5687
C -1.4888 -0.3563 4.9683
N -0.3163 -1.0700 5.4394
C 0.0306 -2.2615 4.6785
C 0.6667 -1.9836 3.3376
C 1.9106 -1.3645 3.2862
C 2.4929 -1.0464 2.0743
C 1.8439 -1.3602 0.8927
C 0.6145 -1.9933 0.9331
C 0.0265 -2.2978 2.1478
C -0.3538 0.9999 3.1593
C -0.3142 1.5209 1.8798
C -1.3535 1.3111 0.9835
O -1.4015 1.9009 -0.2650
C -0.4540 2.8987 -0.5706
C 0.8939 2.3256 -1.0343
O 1.9598 2.7844 -0.6821
N 0.7456 1.2946 -1.8802
C 1.8608 0.6402 -2.5368
C 1.4609 -0.7647 -2.9855
C 0.4631 -0.7351 -4.1423
C 1.0114 0.0782 -5.3104
C 1.3373 1.4981 -4.8578
C 2.3599 1.4706 -3.7266
H -2.5126 -1.0477 -2.3488
H -2.7246 -1.9314 -0.8311
H -1.4625 -0.7042 -0.9592
H -4.4761 -0.1772 -1.0808
H -3.2141 1.0686 -1.2212
H -3.2653 -0.6689 2.9231
H -1.6635 0.4616 5.6768
H -2.3376 -1.0430 5.0360
H 0.4828 -0.4449 5.4700
H 0.7292 -2.8373 5.2971
H -0.8798 -2.8520 4.5512
H 2.4272 -1.1310 4.2079
H 3.4552 -0.5567 2.0481
H 2.3036 -1.1176 -0.0534
H 0.1101 -2.2606 0.0152
H -0.9386 -2.7831 2.1721
H 0.4596 1.2184 3.8350
H 0.5414 2.1079 1.5873
H -0.8872 3.4601 -1.4067
H -0.2973 3.5875 0.2651
H -0.1890 1.0022 -2.1199
H 2.6676 0.5883 -1.7949
H 1.0363 -1.3136 -2.1427
H 2.3623 -1.2901 -3.3064
H -0.4834 -0.2980 -3.8146
H 0.2547 -1.7578 -4.4632
H 0.2812 0.1012 -6.1218
H 1.9186 -0.3975 -5.6896
H 0.4249 1.9934 -4.5176
H 1.7343 2.0747 -5.6952
H 2.5756 2.4823 -3.3803
H 3.2917 1.0317 -4.0879